Arrangement a

Here is a single C5H13N molecule from the Open Molecules 2025 dataset. Energies are from ωB97M-V/def2-TZVPD.

XYZ file:
```
19
Properties=species:S:1:pos:R:3:mulliken_charge:R:1
C -1.505 1.044 -1.603 -1.119
C -0.249 1.114 -0.749 -0.766
C 0.115 -0.215 -0.031 0.761
C -0.902 -0.590 1.071 -1.362
C 1.525 -0.091 0.580 -1.095
N 2.032 -1.351 1.116 -0.545
H -1.411 0.125 -2.205 0.297
H -1.697 1.869 -2.278 0.346
H -2.360 0.794 -0.973 0.296
H -0.407 1.801 0.095 0.333
H 0.656 1.373 -1.296 0.359
H 0.213 -0.948 -0.841 0.247
H -1.304 -1.607 1.048 0.268
H -1.783 0.021 0.866 0.386
H -0.452 -0.466 2.053 0.363
H 1.539 0.721 1.309 0.364
H 2.205 0.180 -0.232 0.390
H 1.328 -1.833 1.645 0.239
H 2.454 -1.940 0.426 0.240
```

Results
- Gap between HOMO and LUMO: 10.13 eV
- Highest occupied orbital energy: -0.3290 Eh
- Net charge: 0
- SMILES string: CC[C@H](C)CN

***

Arrangement b

Here is C5H13N as an isolated structure from the Open Molecules 2025 dataset. Energies are from ωB97M-V/def2-TZVPD.

XYZ file:
```
19
Properties=species:S:1:pos:R:3:mulliken_charge:R:1
C -1.278 0.810 1.861 -1.461
C 0.009 0.834 0.877 -0.571
C 0.286 -1.627 0.605 -1.560
C 0.821 -0.060 -1.204 -0.397
C 0.073 0.548 -2.271 -0.966
H -1.235 1.455 2.443 0.710
H -0.875 -0.187 2.549 0.175
H -2.061 0.662 1.208 0.353
H -0.123 1.518 0.185 0.413
H 1.155 0.646 1.517 0.363
H -0.330 -1.655 1.214 0.645
H 0.220 -2.377 0.066 0.723
H 1.353 -1.627 1.244 0.255
H 1.787 0.576 -0.708 0.270
H 1.464 -1.234 -1.432 0.291
H -0.415 1.615 -1.948 0.215
H -0.960 0.122 -2.740 0.248
H 0.760 0.663 -3.095 0.346
N -0.029 -0.457 0.042 -0.051
```

Results
- Gap between HOMO and LUMO: 9.50 eV
- Highest occupied orbital energy: -0.3070 Eh
- Net charge: 0

***

Arrangement c

Here is a single C5H13N molecule from the Open Molecules 2025 dataset. Energies are from ωB97M-V/def2-TZVPD.

XYZ file:
```
19
Properties=species:S:1:pos:R:3:mulliken_charge:R:1
C -2.681 0.535 -0.320 -0.868
N -1.301 0.411 -0.717 -0.233
C -0.515 -0.112 0.469 -0.756
C 0.890 -0.553 0.037 0.532
C 1.545 0.405 -0.962 -1.321
C 1.738 -0.645 1.302 -1.452
H -2.980 -0.195 0.435 0.295
H -3.258 0.591 -1.238 0.358
H -2.798 1.523 0.139 0.239
H -0.757 0.046 -1.475 0.163
H -1.094 -0.981 0.795 0.352
H -0.514 0.763 1.120 0.330
H 0.888 -1.518 -0.484 0.177
H 2.404 0.012 -1.515 0.399
H 1.532 1.428 -0.596 0.303
H 0.969 0.348 -1.900 0.381
H 1.428 -1.421 2.011 0.378
H 1.747 0.287 1.871 0.357
H 2.760 -0.924 1.028 0.368
```

Results
- Gap between HOMO and LUMO: 9.34 eV
- Highest occupied orbital energy: -0.3014 Eh
- Net charge: 0
- SMILES string: CNCC(C)C

***

Arrangement d

Here is a single C5H13N molecule from the Open Molecules 2025 dataset. Energies are from ωB97M-V/def2-TZVPD.

XYZ file:
```
19
Properties=species:S:1:pos:R:3:mulliken_charge:R:1
C -0.162 1.179 2.242 -1.114
C -0.055 -0.175 1.470 -0.284
N -0.242 -0.058 0.020 -0.058
C 0.115 1.222 -0.616 -0.915
C 0.348 -1.203 -0.791 -0.677
C -0.305 -1.528 -2.203 -1.039
H 0.348 1.094 3.217 0.301
H 0.184 2.098 1.698 0.333
H -1.271 1.408 2.392 0.291
H 0.908 -0.729 1.633 0.363
H -0.988 -0.785 1.742 0.205
H -0.304 1.508 -1.560 0.307
H 1.264 1.532 -0.601 0.286
H -0.349 2.046 0.131 0.206
H 0.446 -2.064 -0.159 0.495
H 1.390 -0.974 -0.947 0.390
H -0.956 -0.717 -2.463 0.322
H 0.483 -1.376 -2.980 0.283
H -0.854 -2.477 -2.224 0.306
```

Results
- Gap between HOMO and LUMO: 9.28 eV
- Highest occupied orbital energy: -0.2985 Eh
- Net charge: 0
- SMILES string: CCN(C)CC

***

List of relative energies, unit eV: arrangement a 0.000; arrangement b 7.929; arrangement c 1.194; arrangement d 1.624

***

Arrangement a

Here is a single C5H13N molecule from the Open Molecules 2025 dataset. Energies are from ωB97M-V/def2-TZVPD.

XYZ file:
```
19
Properties=species:S:1:pos:R:3:mulliken_charge:R:1
C 0.981 -2.142 -0.955 -1.157
C 1.046 -1.430 0.443 -0.647
C -0.019 -0.394 0.764 -0.424
C 0.055 0.752 -0.267 -0.154
C -0.666 1.924 0.335 -0.689
N -2.059 2.263 -0.095 -0.646
H 1.912 -2.573 -1.091 0.390
H 0.090 -2.726 -1.018 0.310
H 1.068 -1.278 -1.661 0.267
H 2.035 -0.981 0.780 0.370
H 0.963 -2.250 1.252 0.335
H -1.032 -0.941 0.809 0.186
H 0.311 -0.211 1.804 0.259
H 1.257 0.974 -0.421 0.218
H -0.412 0.367 -1.257 0.166
H -0.640 1.912 1.408 0.418
H -0.052 2.925 0.231 0.294
H -2.707 1.482 0.072 0.252
H -2.131 2.327 -1.135 0.252
```

Results
- Gap between HOMO and LUMO: 10.53 eV
- Highest occupied orbital energy: -0.3452 Eh
- Net charge: 0
- SMILES string: CCCCCN

***

Arrangement b

Here is a single C5H13N molecule from the Open Molecules 2025 dataset. Energies are from ωB97M-V/def2-TZVPD.

XYZ file:
```
19
Properties=species:S:1:pos:R:3:mulliken_charge:R:1
C 0.821 0.639 1.832 -1.279
C 0.247 0.487 0.461 1.231
C -0.541 1.747 0.033 -1.758
C -0.613 -0.816 0.249 -1.181
C -0.693 -1.175 -1.317 -0.515
N 0.654 -1.762 -1.787 -0.556
H 1.917 0.518 1.751 0.278
H 0.722 1.553 2.426 0.342
H 0.516 -0.300 2.431 0.274
H 1.183 0.519 -0.331 0.077
H 0.084 2.621 0.144 0.420
H -0.999 1.792 -0.876 0.460
H -1.451 2.172 0.599 0.335
H -0.272 -1.708 0.732 0.441
H -1.591 -0.625 0.698 0.403
H -1.353 -1.998 -1.556 0.284
H -1.014 -0.395 -1.957 0.321
H 1.134 -1.268 -2.512 0.211
H 1.251 -2.003 -1.019 0.213
```

Results
- Gap between HOMO and LUMO: 10.00 eV
- Highest occupied orbital energy: -0.3254 Eh
- Net charge: 0
- SMILES string: CC(C)CCN

***

List of relative energies, unit eV: arrangement a 0.078; arrangement b 0.000

***

Arrangement a

Here is a 2-piece molecular cluster, C5H13N overall from the Open Molecules 2025 dataset. Energies are from ωB97M-V/def2-TZVPD.

XYZ file:
```
19
Properties=species:S:1:pos:R:3:mulliken_charge:R:1
C -0.738 1.628 -1.111 -0.357
N -1.649 1.385 -0.343 -0.338
C -2.046 2.623 0.532 -0.800
H -0.539 1.292 -2.169 0.249
H -0.096 2.411 -0.655 0.287
H -1.751 3.650 0.180 0.346
H -3.101 2.411 0.455 0.325
H -1.963 2.434 1.618 0.283
C 0.366 -1.486 1.213 -1.017
C 1.545 -1.158 0.262 -0.184
C 1.397 -2.018 -1.046 -1.177
H -0.582 -1.094 0.919 0.309
H 0.199 -2.545 1.419 0.357
H 0.691 -1.029 2.272 0.225
H 1.584 -0.150 -0.075 0.221
H 2.514 -1.431 0.676 0.309
H 2.339 -2.019 -1.670 0.312
H 0.542 -1.802 -1.660 0.329
H 1.288 -3.103 -0.816 0.320
```

Results
- Gap between HOMO and LUMO: 10.30 eV
- Highest occupied orbital energy: -0.3383 Eh
- Net charge: 0
- SMILES string: C=NC.CCC

***

Arrangement b

Here is C5H13N as an isolated structure from the Open Molecules 2025 dataset. Energies are from ωB97M-V/def2-TZVPD.

XYZ file:
```
19
Properties=species:S:1:pos:R:3:mulliken_charge:R:1
C 1.873 1.375 0.215 -1.103
C 1.967 0.252 -0.785 -0.202
C 0.937 -0.800 -0.858 -0.169
C -0.083 -1.011 0.224 -0.722
N -0.785 0.165 0.587 -0.608
C -1.705 0.581 -0.463 -0.909
H 2.007 2.309 -0.334 0.308
H 2.637 1.358 0.994 0.340
H 0.893 1.274 0.709 0.393
H 2.657 0.253 -1.615 0.478
H 2.002 -0.759 -0.194 0.145
H -0.851 -1.778 -0.048 0.423
H 0.677 -1.345 -1.766 0.444
H -3.328 -0.806 2.155 -0.056
H 0.455 -1.369 1.124 0.305
H -3.341 -1.554 2.208 0.053
H -2.450 -0.246 -0.622 0.320
H -2.319 1.395 -0.083 0.275
H -1.240 0.706 -1.447 0.284
```

Results
- Gap between HOMO and LUMO: 5.67 eV
- Highest occupied orbital energy: -0.2279 Eh
- Net charge: 0

***

Arrangement c

Here is a single C5H13N molecule from the Open Molecules 2025 dataset. Energies are from ωB97M-V/def2-TZVPD.

XYZ file:
```
19
Properties=species:S:1:pos:R:3:mulliken_charge:R:1
C -0.630 -1.998 0.715 -1.080
C -0.092 -1.974 -0.705 -0.389
C 0.722 -0.681 -0.944 -0.734
N -0.092 0.508 -0.645 -0.352
C 0.516 1.428 0.320 -0.361
C -0.410 2.596 0.640 -1.095
H -1.533 -1.411 0.863 0.265
H 0.138 -1.706 1.435 0.264
H -0.954 -3.012 0.969 0.358
H 0.620 -2.791 -0.828 0.313
H -0.910 -1.962 -1.429 0.296
H 1.038 -0.629 -1.984 0.351
H 1.550 -0.731 -0.234 0.358
H -0.198 1.042 -1.505 0.240
H 0.757 0.860 1.214 0.327
H 1.483 1.792 -0.043 0.341
H -0.906 2.481 1.603 0.264
H 0.122 3.540 0.651 0.311
H -1.222 2.647 -0.094 0.324
```

Results
- Gap between HOMO and LUMO: 9.91 eV
- Highest occupied orbital energy: -0.3192 Eh
- Net charge: 0
- SMILES string: CCCNCC

***

List of relative energies, unit eV: arrangement a 2.298; arrangement b 6.810; arrangement c 0.000

***

Arrangement a

Here is a single C3H6N4O molecule from the Open Molecules 2025 dataset. Energies are from ωB97M-V/def2-TZVPD.

XYZ file:
```
14
Properties=species:S:1:pos:R:3:mulliken_charge:R:1
H 2.363 1.893 0.577 0.255
N 1.833 1.475 -0.090 -0.661
C 1.561 0.233 0.251 0.191
N 1.192 -0.693 -0.704 -0.289
O 0.778 -1.911 -0.226 -0.239
C -0.486 -1.835 0.077 0.075
N -1.389 -0.904 0.017 -0.337
N -0.967 0.350 -0.579 -0.233
C -1.896 1.268 -0.089 -0.258
H 1.940 -0.237 1.207 0.309
H 0.747 -0.434 -1.598 0.386
H -0.773 -2.571 0.930 0.310
H -2.856 0.984 0.679 0.242
H -2.047 2.381 -0.450 0.250
```

Results
- Gap between HOMO and LUMO: 9.43 eV
- Highest occupied orbital energy: -0.3368 Eh
- Net charge: 0
- SMILES string: [H]/N=C/NO/C=N\N=C

***

Arrangement b

Here is C3H6N4O as an isolated structure from the Open Molecules 2025 dataset. Energies are from ωB97M-V/def2-TZVPD.

XYZ file:
```
14
Properties=species:S:1:pos:R:3:mulliken_charge:R:1
C 0.644 -1.526 0.075 -0.376
C 1.239 -0.248 -0.134 0.335
C 0.159 0.746 -0.161 0.352
H -2.328 0.572 1.302 0.269
H -2.572 1.278 -0.579 0.358
H -1.486 -1.975 0.528 0.324
H 0.931 -2.693 -0.107 0.271
H 3.015 -0.385 0.588 0.360
H 0.669 2.498 0.110 0.227
N -2.353 0.143 0.126 -0.807
N -1.041 -0.083 -0.198 0.317
N -0.734 -1.482 -0.112 -0.368
N -0.171 1.983 0.020 -0.732
O 2.451 0.368 0.078 -0.529
```

Results
- Gap between HOMO and LUMO: 8.02 eV
- Highest occupied orbital energy: -0.2787 Eh
- Net charge: 0

***

Arrangement c

Here is C3H6N4O as an isolated structure from the Open Molecules 2025 dataset. Energies are from ωB97M-V/def2-TZVPD.

XYZ file:
```
14
Properties=species:S:1:pos:R:3:mulliken_charge:R:1
C -0.912 -0.766 -0.065 0.511
C -0.883 -0.142 -1.217 -0.699
C 0.776 0.982 -0.189 0.392
H -1.649 -1.240 1.753 0.316
H -2.880 -1.502 -0.189 0.339
H -1.550 0.066 -2.035 0.321
H 0.144 1.378 -2.345 0.323
H 0.322 -0.339 2.547 0.258
H 0.664 -1.506 1.654 0.312
N -1.752 -1.662 0.550 -0.633
N -0.072 0.989 -1.297 -0.228
N 0.252 -0.120 0.508 0.530
N 0.907 -0.482 1.622 -1.107
O 1.965 1.454 -0.280 -0.635
```

Results
- Gap between HOMO and LUMO: 7.31 eV
- Highest occupied orbital energy: -0.2823 Eh
- Net charge: 0

***

Arrangement d

Here is a single C3H6N4O molecule from the Open Molecules 2025 dataset. Energies are from ωB97M-V/def2-TZVPD.

XYZ file:
```
14
Properties=species:S:1:pos:R:3:mulliken_charge:R:1
H 2.687 -1.644 -0.887 0.250
N 2.703 -0.785 -0.368 -0.722
C 1.616 -0.266 0.041 0.541
N 1.639 1.013 0.592 -0.499
N 0.311 -0.821 -0.053 -0.554
C -0.659 0.008 -0.044 0.711
N -0.836 1.218 -0.618 -0.447
C -1.934 -0.421 0.538 -0.115
O -2.956 -0.443 -0.099 -0.440
H 1.159 1.237 1.423 0.173
H 2.531 1.350 0.785 0.276
H 0.014 1.548 -1.096 0.282
H -1.664 1.441 -1.143 0.260
H -1.940 -0.688 1.627 0.285
```

Results
- Gap between HOMO and LUMO: 9.12 eV
- Highest occupied orbital energy: -0.3375 Eh
- Net charge: 0
- SMILES string: [H]/N=C(N)\N=C(/N)C=O

***

List of relative energies, unit eV: arrangement a 5.126; arrangement b 5.030; arrangement c 4.488; arrangement d 0.000